Formula: C32H64N4O6P2
Source: the Open Molecules 2025 dataset
Level of theory: ωB97M-V with the def2-TZVPD basis set

lowest unoccupied orbital energy (spin up / spin down) = -0.097 / -0.097 eV
multiplicity = 3
<S²> = 2.009
gap between HOMO and LUMO (spin up / spin down) = 8.425 / 9.082 eV

XYZ file:
```
108
C32H64N4O6P2 | the Open Molecules 2025 dataset | ωB97M-V with the def2-TZVPD basis set
C -3.98 1.32 -5.78
O -5.12 0.72 -5.16
C -6.22 0.55 -6.07
C -6.45 -0.96 -6.53
C -6.00 -2.05 -5.47
C -7.30 -2.93 -5.10
C -7.21 -3.58 -3.67
C -7.62 -2.62 -2.46
C -7.67 -1.07 -2.82
C -8.42 -0.33 -1.60
C -7.43 0.08 -0.42
C -7.21 -1.05 0.67
C -5.80 -0.97 1.42
P -4.32 -1.34 0.32
N -4.58 -1.53 -1.42
C -3.67 -0.99 -2.11
O -3.15 -0.24 -2.83
O -4.70 -3.07 0.50
C -3.53 -3.78 0.51
N -2.52 -4.25 0.20
P -3.72 0.78 0.15
O -2.19 0.94 0.08
H -3.33 1.74 -4.94
H -4.31 2.20 -6.42
H -3.37 0.59 -6.38
H -6.13 1.18 -7.00
H -7.16 0.89 -5.54
H -7.54 -1.05 -6.83
H -5.85 -1.13 -7.48
H -5.19 -2.67 -5.95
H -5.63 -1.64 -4.50
H -8.27 -2.39 -5.31
H -7.28 -3.80 -5.84
H -7.92 -4.47 -3.62
H -6.17 -3.99 -3.49
H -6.81 -2.74 -1.67
H -8.59 -2.89 -1.96
H -8.27 -0.82 -3.73
H -6.65 -0.59 -2.90
H -8.84 0.64 -2.01
H -9.27 -0.94 -1.18
H -7.93 0.95 0.12
H -6.46 0.48 -0.85
H -7.39 -2.10 0.28
H -8.00 -0.88 1.46
H -5.74 0.03 1.94
H -5.84 -1.76 2.24
H -3.06 -1.63 0.94
H -4.13 1.45 1.35
H -4.34 1.48 -0.95
C 0.77 0.89 -0.30
C 1.67 2.12 -0.59
C 1.86 2.30 -2.10
C 2.84 1.31 -2.71
C 4.17 1.39 -1.98
C 4.04 1.16 -0.46
N 2.96 2.00 0.16
O 3.45 3.23 0.31
C 3.77 -0.34 -0.21
C 5.42 1.39 0.19
C 0.80 3.30 -0.10
H -0.06 0.85 -1.00
H 1.28 -0.07 -0.38
H 0.35 0.93 0.70
H 2.23 3.32 -2.31
H 0.90 2.22 -2.62
H 2.43 0.30 -2.68
H 3.00 1.55 -3.77
H 4.86 0.65 -2.41
H 4.63 2.36 -2.17
H 3.45 -0.52 0.82
H 4.67 -0.94 -0.37
H 3.02 -0.77 -0.88
H 5.82 2.39 -0.02
H 6.16 0.69 -0.20
H 5.37 1.25 1.27
H 0.66 3.27 0.99
H -0.20 3.25 -0.55
H 1.21 4.27 -0.37
C 6.10 1.84 4.70
C 7.52 1.29 4.45
C 7.48 0.12 3.45
C 6.95 -1.18 4.04
C 7.77 -1.54 5.27
C 7.81 -0.43 6.33
N 8.16 0.91 5.76
O 9.48 0.93 5.58
C 6.43 -0.37 7.03
C 8.77 -0.86 7.46
C 8.24 2.47 3.75
H 5.55 1.91 3.76
H 5.49 1.25 5.37
H 6.14 2.85 5.12
H 8.49 -0.06 3.05
H 6.87 0.40 2.58
H 5.89 -1.08 4.29
H 7.03 -1.97 3.30
H 7.37 -2.47 5.71
H 8.79 -1.79 4.95
H 6.33 0.53 7.64
H 6.29 -1.22 7.71
H 5.58 -0.43 6.35
H 9.77 -1.07 7.09
H 8.42 -1.78 7.93
H 8.84 -0.09 8.23
H 8.36 3.32 4.43
H 7.65 2.81 2.90
H 9.22 2.19 3.36
```

Formula: C32H64O10S2
Source: the Open Molecules 2025 dataset
Level of theory: ωB97M-V with the def2-TZVPD basis set

lowest unoccupied orbital energy = 0.329 eV
gap between HOMO and LUMO = 10.026 eV
relative energy (zero: lowest compared OMol25 entry of this formula, charge and spin) = 0.0 kJ/mol
structure (SMILES) = O=S1(=O)CCCC1.O=S1(=O)CCCC1.C1CCOC1.C1CCOC1.C1CCOC1.C1CCOC1.C1CCOC1.C1CCOC1

XYZ file:
```
108
C32H64O10S2 | the Open Molecules 2025 dataset | ωB97M-V with the def2-TZVPD basis set
O -2.99 4.95 -0.96
S -2.62 5.11 0.46
O -3.41 6.01 1.29
C -2.40 3.54 1.26
C -1.05 3.54 1.99
C -0.50 4.98 1.91
C -0.92 5.65 0.64
H -2.36 2.79 0.49
H -3.30 3.42 1.88
H -1.09 3.18 3.03
H -0.38 2.92 1.40
H 0.62 4.83 1.85
H -0.77 5.59 2.79
H -0.34 5.24 -0.15
H -0.95 6.73 0.60
O -5.91 1.13 -3.17
S -5.08 1.63 -4.26
O -5.53 1.57 -5.63
C -4.45 3.30 -3.79
C -2.96 3.09 -3.53
C -2.52 1.91 -4.38
C -3.51 0.78 -4.13
H -5.13 3.66 -3.01
H -4.52 3.96 -4.69
H -2.43 4.00 -3.70
H -2.84 2.83 -2.48
H -1.51 1.65 -4.06
H -2.42 2.26 -5.39
H -3.45 0.68 -3.03
H -3.54 -0.10 -4.74
C 4.80 -0.70 0.95
C 3.72 -0.91 -0.15
C 4.58 -1.62 -1.27
O 5.82 -0.96 -1.22
C 6.13 -0.59 0.14
H 4.81 -1.61 1.57
H 4.51 0.12 1.64
H 3.35 0.07 -0.47
H 2.88 -1.53 0.15
H 4.07 -1.64 -2.20
H 4.66 -2.67 -0.88
H 6.61 0.37 0.12
H 6.80 -1.34 0.48
C -4.98 -2.47 -0.39
C -4.73 -1.52 0.78
C -4.09 -0.29 0.09
O -3.29 -0.79 -0.95
C -3.90 -2.02 -1.44
H -6.00 -2.45 -0.66
H -4.73 -3.50 -0.12
H -4.07 -2.08 1.48
H -5.68 -1.17 1.25
H -3.48 0.35 0.74
H -4.89 0.30 -0.31
H -3.06 -2.83 -1.58
H -4.29 -1.88 -2.46
C 0.92 -3.74 4.38
C 1.54 -2.52 5.02
C 2.21 -1.82 3.91
O 1.65 -2.39 2.68
C 0.51 -3.20 3.03
H 0.11 -4.16 5.04
H 1.62 -4.54 4.09
H 2.25 -2.77 5.81
H 0.78 -1.93 5.56
H 3.28 -1.96 3.88
H 1.96 -0.74 3.94
H 0.44 -3.99 2.28
H -0.32 -2.59 3.17
C 2.80 3.15 2.63
C 2.38 2.48 1.31
C 3.00 3.41 0.25
O 3.01 4.68 0.81
C 3.50 4.50 2.17
H 3.46 2.60 3.28
H 1.94 3.31 3.30
H 1.33 2.56 1.14
H 2.73 1.45 1.13
H 2.49 3.44 -0.69
H 4.03 3.10 0.07
H 3.25 5.30 2.83
H 4.58 4.36 2.07
C 2.44 -5.43 -2.15
C 2.21 -4.86 -0.73
C 0.67 -4.79 -0.73
O 0.18 -5.75 -1.63
C 1.23 -6.38 -2.34
H 3.40 -5.92 -2.30
H 2.34 -4.57 -2.84
H 2.59 -3.84 -0.59
H 2.61 -5.51 0.07
H 0.38 -3.79 -1.04
H 0.22 -5.00 0.25
H 0.92 -6.36 -3.40
H 1.41 -7.35 -1.93
C -0.12 -1.46 -0.16
C -0.11 -0.88 -1.56
C -0.34 0.65 -1.43
O -0.02 0.93 -0.06
C -0.38 -0.25 0.73
H 0.91 -1.75 0.10
H -0.73 -2.33 0.09
H -0.97 -1.31 -2.11
H 0.80 -1.15 -2.09
H -1.37 0.80 -1.57
H 0.23 1.29 -2.13
H -1.45 -0.23 1.05
H 0.27 -0.24 1.61
```

Formula: C32H64O14S5
Source: the Open Molecules 2025 dataset
Level of theory: ωB97M-V with the def2-TZVPD basis set

lowest unoccupied orbital energy = -0.007 eV
gap between HOMO and LUMO = 9.249 eV
relative energy (zero: lowest compared OMol25 entry of this formula, charge and spin) = 428.8 kJ/mol
structure (SMILES) = O=S1(=O)CCCC1.O=S1(=O)CCCC1.O=S1(=O)CCCC1.O=S1(=O)CCCC1.O=S1(=O)CCCC1.CC(C)=O.CC(C)=O.CC(C)=O.CC(C)=O

XYZ file:
```
115
C32H64O14S5 | the Open Molecules 2025 dataset | ωB97M-V with the def2-TZVPD basis set
O 1.32 -6.95 -2.55
S 1.34 -7.57 -1.26
O 0.07 -7.69 -0.51
C 2.18 -9.25 -1.43
C 3.35 -9.24 -0.44
C 3.96 -7.85 -0.40
C 2.74 -6.85 -0.24
H 2.77 -9.02 -2.32
H 1.47 -10.07 -1.44
H 3.12 -9.53 0.59
H 4.19 -9.91 -0.60
H 4.43 -7.49 -1.31
H 4.70 -7.72 0.39
H 3.01 -5.84 -0.54
H 2.41 -6.77 0.79
O -3.22 -2.62 6.66
S -2.23 -3.44 7.39
O -2.18 -3.47 8.85
C -2.20 -5.25 6.77
C -1.16 -5.17 5.65
C -0.05 -4.25 6.17
C -0.53 -2.96 6.79
H -3.21 -5.43 6.42
H -1.83 -5.86 7.59
H -0.94 -6.21 5.45
H -1.51 -4.73 4.71
H 0.63 -4.01 5.35
H 0.51 -4.87 6.89
H -0.74 -2.18 6.06
H 0.07 -2.63 7.63
O -2.97 4.17 2.01
S -2.28 4.97 3.02
O -1.65 4.23 4.11
C -1.07 6.31 2.32
C -1.18 7.51 3.26
C -2.77 7.63 3.50
C -3.39 6.19 3.83
H -1.38 6.49 1.29
H -0.10 5.82 2.29
H -0.70 7.30 4.22
H -0.66 8.33 2.77
H -3.14 8.17 2.63
H -3.03 8.27 4.34
H -4.38 6.03 3.40
H -3.59 5.96 4.87
O -1.87 7.16 -7.49
S -1.68 5.69 -7.30
O -1.78 4.79 -8.45
C 0.02 5.48 -6.73
C 0.02 4.37 -5.61
C -1.37 4.72 -4.82
C -2.50 5.06 -5.75
H 0.30 6.45 -6.32
H 0.59 5.34 -7.65
H 0.02 3.39 -6.07
H 0.81 4.53 -4.88
H -1.12 5.54 -4.14
H -1.63 3.84 -4.23
H -3.35 5.70 -5.52
H -3.07 4.25 -6.22
O 7.51 0.99 -4.61
S 6.77 -0.27 -4.95
O 6.18 -0.55 -6.26
C 8.05 -1.64 -4.71
C 7.27 -2.65 -3.81
C 6.46 -1.79 -2.78
C 5.61 -0.90 -3.69
H 8.83 -1.32 -4.02
H 8.43 -1.86 -5.71
H 6.69 -3.34 -4.43
H 7.91 -3.31 -3.24
H 7.07 -1.30 -2.03
H 5.88 -2.59 -2.32
H 5.24 0.11 -3.48
H 4.91 -1.46 -4.30
C -7.66 -2.59 -1.67
C -6.94 -3.91 -1.96
C -5.43 -4.05 -1.95
O -7.67 -4.82 -2.39
H -7.40 -1.76 -2.33
H -7.59 -2.45 -0.59
H -8.71 -2.79 -1.84
H -5.01 -3.72 -0.99
H -5.08 -3.41 -2.76
H -5.22 -5.10 -2.14
C 6.29 4.92 -0.34
C 6.17 5.15 -1.88
C 7.22 5.89 -2.60
O 5.20 4.70 -2.55
H 6.43 3.85 -0.23
H 5.46 5.35 0.21
H 7.22 5.39 0.00
H 7.83 5.29 -3.28
H 7.92 6.39 -1.93
H 6.92 6.63 -3.34
C -7.56 2.38 5.35
C -8.14 1.06 4.78
C -7.44 0.43 3.59
O -8.94 0.47 5.39
H -7.83 3.19 4.67
H -6.49 2.23 5.43
H -8.08 2.73 6.25
H -7.74 -0.54 3.20
H -6.39 0.66 3.78
H -7.72 1.10 2.77
C 0.61 1.04 0.01
C 0.38 -0.41 0.49
C -0.87 -0.75 1.30
O 1.28 -1.21 0.21
H -0.30 1.63 0.04
H 0.96 0.99 -1.03
H 1.51 1.56 0.34
H -1.81 -0.31 0.96
H -0.76 -0.34 2.30
H -1.01 -1.83 1.32
```

Formula: C32H64O16S8
Source: the Open Molecules 2025 dataset
Level of theory: ωB97M-V with the def2-TZVPD basis set

lowest unoccupied orbital energy = -0.036 eV
gap between HOMO and LUMO = 10.052 eV
relative energy (zero: lowest compared OMol25 entry of this formula, charge and spin) = 661.7 kJ/mol
structure (SMILES) = O=S1(=O)CCCC1.O=S1(=O)CCCC1.O=S1(=O)CCCC1.O=S1(=O)CCCC1.O=S1(=O)CCCC1.O=S1(=O)CCCC1.O=S1(=O)CCCC1.O=S1(=O)CCCC1

XYZ file:
```
120
C32H64O16S8 | the Open Molecules 2025 dataset | ωB97M-V with the def2-TZVPD basis set
O 0.10 -1.09 -1.51
S -0.76 -0.21 -0.70
O -2.04 0.09 -1.34
C -0.67 -0.54 1.11
C 0.69 0.15 1.59
C 0.84 1.50 0.85
C 0.15 1.34 -0.55
H -0.87 -1.60 1.21
H -1.59 -0.08 1.46
H 0.63 0.24 2.68
H 1.58 -0.45 1.43
H 1.91 1.60 0.64
H 0.59 2.45 1.32
H 0.81 1.34 -1.42
H -0.65 2.07 -0.59
O -8.84 -3.48 0.42
S -7.71 -2.78 -0.17
O -7.10 -1.53 0.35
C -6.55 -3.80 -1.01
C -7.11 -4.11 -2.49
C -8.43 -3.39 -2.62
C -8.40 -2.22 -1.75
H -6.48 -4.70 -0.40
H -5.63 -3.23 -0.99
H -6.48 -3.65 -3.24
H -6.96 -5.16 -2.72
H -9.29 -3.99 -2.32
H -8.57 -3.20 -3.68
H -9.41 -1.81 -1.72
H -7.76 -1.50 -2.27
O -2.67 -3.40 8.11
S -1.65 -2.62 7.40
O -2.02 -1.87 6.20
C -0.90 -1.53 8.72
C 0.57 -1.59 8.24
C 0.98 -2.99 7.88
C -0.14 -3.75 7.08
H -1.21 -2.01 9.65
H -1.52 -0.65 8.56
H 0.67 -1.01 7.33
H 1.27 -1.24 9.00
H 1.49 -3.54 8.68
H 1.75 -2.97 7.11
H -0.38 -4.74 7.46
H 0.06 -3.88 6.02
O 7.63 2.53 8.75
S 7.36 1.16 8.30
O 6.91 0.17 9.25
C 6.25 1.40 6.88
C 6.82 0.37 5.87
C 8.30 0.44 5.87
C 8.82 0.65 7.25
H 6.35 2.43 6.54
H 5.20 1.36 7.17
H 6.50 -0.59 6.27
H 6.33 0.41 4.89
H 8.43 1.32 5.24
H 8.88 -0.33 5.36
H 9.58 1.41 7.39
H 9.13 -0.27 7.75
O -2.21 -9.87 -6.13
S -2.73 -8.97 -5.11
O -3.88 -9.35 -4.17
C -1.42 -8.35 -3.89
C -1.93 -7.01 -3.42
C -2.20 -6.37 -4.80
C -3.13 -7.32 -5.66
H -0.57 -8.29 -4.56
H -1.11 -9.14 -3.20
H -2.85 -7.01 -2.83
H -1.26 -6.39 -2.84
H -1.22 -6.18 -5.22
H -2.62 -5.37 -4.86
H -2.92 -7.32 -6.73
H -4.22 -7.19 -5.64
O 4.27 5.25 -5.74
S 3.50 6.36 -5.08
O 3.03 6.16 -3.74
C 4.42 7.91 -5.16
C 3.35 9.07 -5.36
C 2.03 8.48 -5.94
C 2.14 6.96 -6.20
H 4.99 7.71 -6.07
H 5.11 8.10 -4.33
H 3.10 9.39 -4.35
H 3.71 9.95 -5.91
H 1.80 8.96 -6.89
H 1.19 8.61 -5.25
H 2.41 6.64 -7.21
H 1.45 6.18 -5.88
O 4.59 -2.93 -7.90
S 5.07 -1.57 -7.49
O 5.28 -0.46 -8.49
C 4.03 -0.89 -6.08
C 4.73 -1.28 -4.76
C 6.18 -1.07 -4.97
C 6.51 -1.84 -6.36
H 3.06 -1.36 -6.22
H 3.93 0.19 -6.21
H 4.24 -0.63 -4.03
H 4.37 -2.26 -4.47
H 6.78 -1.49 -4.16
H 6.31 0.01 -5.04
H 6.33 -2.89 -6.15
H 7.48 -1.51 -6.75
O -4.50 3.95 4.23
S -4.44 4.95 3.11
O -3.12 5.21 2.46
C -5.88 4.53 1.90
C -6.55 5.84 1.65
C -6.68 6.66 2.98
C -5.23 6.65 3.53
H -6.52 3.83 2.45
H -5.52 4.03 1.01
H -6.04 6.39 0.85
H -7.52 5.51 1.27
H -7.31 6.10 3.67
H -7.04 7.67 2.77
H -4.99 6.72 4.59
H -4.62 7.40 3.02
```